Entry 1:
Density functional theory data (ωB97M-V with the def2-TZVPD basis set) for a single C14H28N2O4 molecule.

```
48
Properties=species:S:1:pos:R:3:forces:R:3
C 1.144 4.124 -3.256 -0.16 -0.17 0.06
C 0.628 2.888 -2.528 0.20 0.06 0.12
C 1.738 2.095 -1.834 -0.14 -0.29 -0.33
C 2.533 1.237 -2.821 0.15 0.26 0.23
O 1.757 0.207 -3.401 -0.33 -0.01 -0.10
C 1.662 -0.975 -2.637 0.08 -0.37 -0.06
C 0.390 -1.710 -3.057 0.11 0.40 0.22
C -0.845 -1.155 -2.340 0.11 -0.04 -0.29
N -0.964 -1.653 -0.988 0.01 -0.23 -0.10
C -0.598 -0.925 0.103 -0.33 -0.39 0.06
O -0.269 0.245 0.054 0.16 0.44 -0.11
N -0.701 -1.606 1.287 -0.08 -0.10 0.30
C -0.229 -1.015 2.512 -0.10 0.32 0.10
C 0.954 -1.760 3.097 0.26 0.09 0.22
O 1.500 -1.480 4.128 -0.07 0.11 0.06
O 1.346 -2.797 2.338 0.08 -0.43 -0.42
C -1.336 -0.864 3.580 -0.12 -0.15 -0.12
C -1.877 -2.232 3.995 0.19 0.27 0.02
C -2.473 0.030 3.078 0.30 0.11 0.09
C -2.037 1.454 2.755 -0.12 -0.16 -0.02
H 1.852 3.852 -4.035 0.10 0.05 -0.12
H 1.642 4.796 -2.559 0.07 0.10 0.04
H 0.320 4.661 -3.720 -0.01 0.11 -0.09
H 0.127 2.228 -3.239 -0.13 -0.02 0.04
H -0.105 3.194 -1.779 -0.08 -0.05 -0.04
H 2.424 2.776 -1.327 0.07 0.04 0.07
H 1.284 1.449 -1.081 0.13 0.00 0.05
H 2.872 1.847 -3.663 0.09 -0.03 0.08
H 3.419 0.811 -2.328 -0.03 0.03 -0.08
H 2.549 -1.603 -2.824 -0.11 0.11 0.06
H 1.625 -0.750 -1.564 0.03 0.01 0.00
H 0.273 -1.578 -4.133 0.03 -0.09 -0.08
H 0.489 -2.777 -2.846 -0.02 -0.05 -0.05
H -1.753 -1.426 -2.888 0.06 0.12 0.04
H -0.776 -0.068 -2.277 -0.10 -0.05 -0.07
H -1.103 -2.645 -0.884 -0.01 0.08 0.08
H -0.834 -2.603 1.281 0.02 0.06 -0.11
H 0.129 -0.012 2.243 0.03 -0.24 0.08
H 2.119 -3.225 2.739 -0.13 0.24 0.17
H -0.864 -0.395 4.449 -0.01 0.00 -0.05
H -1.074 -2.875 4.350 0.04 -0.16 0.09
H -2.599 -2.119 4.799 -0.08 -0.05 0.06
H -2.375 -2.719 3.159 -0.10 -0.09 -0.09
H -2.915 -0.422 2.187 -0.10 -0.08 0.02
H -3.243 0.057 3.854 -0.05 -0.09 -0.02
H -2.910 2.076 2.570 -0.03 0.13 -0.02
H -1.415 1.479 1.864 0.08 0.08 -0.07
H -1.482 1.883 3.586 0.07 0.11 0.10
```
Positions in Å, forces in eV/Å.

Computed properties:
energy above the lowest of the compared OMol25 structures with the same formula, charge and spin: 65.8 kJ/mol
highest occupied orbital energy: -9.4 eV
frontier orbital gap: 9.8317 eV
SMILES: CCCCOCCCNC(=O)N[C@H](C(=O)O)[C@H](C)CC

***

Entry 2:
Density functional theory data (ωB97M-V with the def2-TZVPD basis set) for 2 unconnected molecules or ions with the total composition C9H14O in a non-equilibrium geometry.

```
24
Properties=species:S:1:pos:R:3:forces:R:3
C -1.927 0.065 -2.053 -0.21 -0.36 -0.96
C -2.680 0.095 -0.722 1.77 0.50 -0.06
H -2.041 0.881 -2.772 -0.13 0.46 0.65
H -0.863 -0.143 -1.982 0.12 0.17 0.23
H -2.316 -0.754 -2.646 -0.02 -0.49 0.00
H -3.689 -0.206 -0.892 -0.69 -0.05 0.35
H -2.590 1.052 -0.203 -0.42 0.12 -0.24
H -2.150 -0.589 -0.048 -0.48 -0.34 -0.01
C -0.109 -2.215 2.038 0.13 0.19 -0.98
C 1.016 -1.312 -0.025 0.07 0.77 0.05
C 0.417 -1.079 1.244 0.17 0.17 0.26
C 1.384 -0.275 -0.830 -0.54 -0.72 0.65
C 1.075 1.042 -0.397 0.15 0.77 -0.59
C 0.316 0.268 1.716 -0.02 -0.11 0.15
C 0.639 1.326 0.928 0.02 -0.55 0.00
O 1.086 2.033 -1.299 0.58 -0.10 0.28
H 1.160 -2.304 -0.376 0.07 -0.78 -0.10
H 1.801 -0.514 -1.792 0.07 0.48 -0.29
H -0.224 -2.023 3.099 -0.09 0.00 -0.05
H 0.487 -3.096 1.817 0.09 -0.19 0.31
H -0.043 0.406 2.723 -0.09 0.15 0.13
H 1.924 2.529 -1.348 -0.28 -0.03 -0.05
H 0.564 2.350 1.270 -0.12 -0.01 -0.15
H -1.075 -2.426 1.547 -0.14 -0.06 0.43
```
Positions in Å, forces in eV/Å.

Computed properties:
net charge: +1
multiplicity: 2
energy above the lowest of the compared OMol25 structures with the same formula, charge and spin: 76.8 kJ/mol
expectation value of S²: 0.765
highest occupied orbital energy (spin up / spin down): -14.3 / -14.7 eV
frontier orbital gap (spin up / spin down): 10.1842 / 6.9613 eV

***

Entry 3:
Density functional theory data (ωB97M-V with the def2-TZVPD basis set) for a single C5H11NO molecule in a non-equilibrium geometry.

```
18
Properties=species:S:1:pos:R:3:forces:R:3
C 2.975 -0.721 0.124 1.51 3.34 0.47
C 2.143 0.433 -0.592 -1.84 -2.08 3.42
N 0.714 -0.096 -0.306 -0.02 2.16 -2.13
C -0.042 0.364 0.895 1.87 -0.28 -0.20
C -1.410 -0.370 0.858 -0.56 2.26 1.43
C -2.070 -0.180 -0.491 -0.11 0.51 -0.67
O -3.108 0.442 -0.566 0.08 -0.53 -0.03
H 3.955 -0.189 0.357 -0.60 -1.31 -0.36
H 2.598 -1.052 1.136 -0.12 0.45 -1.42
H 3.089 -1.520 -0.576 0.20 -0.67 -0.09
H 2.292 0.605 -1.651 0.07 -0.71 -0.22
H 2.257 1.420 -0.138 0.28 -0.08 0.32
H 0.225 0.360 -1.082 -0.23 -0.60 0.11
H -0.207 1.448 0.995 -0.09 0.01 -0.67
H 0.684 0.211 1.733 -1.18 -0.65 -0.07
H -1.409 -1.291 1.452 -0.14 -0.11 -0.89
H -2.147 0.361 1.296 0.81 -1.01 0.94
H -1.543 -0.352 -1.438 0.07 -0.70 0.07
```
Positions in Å, forces in eV/Å.

Computed properties:
energy above the lowest of the compared OMol25 structures with the same formula, charge and spin: 289.3 kJ/mol
highest occupied orbital energy: -9.4 eV
frontier orbital gap: 10.2625 eV
SMILES: CCNCCC=O

***

Entry 4:
Density functional theory data (ωB97M-V with the def2-TZVPD basis set) for a molecular structure, C47H45GdN5P2S2 in a non-equilibrium geometry.

```
102
Properties=species:S:1:pos:R:3:forces:R:3
Gd -0.137 -0.275 -1.296 0.19 -0.13 0.13
C -0.338 -2.336 -4.216 0.19 0.16 0.13
C -1.530 -2.967 -3.509 -0.08 0.06 0.07
C -2.679 -2.030 -3.228 0.08 0.08 0.18
C -3.888 -2.224 -3.883 -0.04 -0.07 -0.05
C -4.975 -1.420 -3.585 -0.08 -0.08 -0.07
C -4.825 -0.446 -2.617 -0.04 0.06 0.07
C -3.587 -0.300 -2.018 0.19 -0.12 -0.14
N -2.516 -1.052 -2.318 -0.29 -0.05 -0.19
N 0.673 -1.767 -3.290 0.14 -0.08 -0.16
C 1.519 -0.807 -4.027 -0.25 -0.05 -0.01
C 0.750 0.447 -4.396 -0.05 -0.27 0.05
C 1.199 1.274 -5.412 0.07 0.05 -0.15
C 0.449 2.390 -5.740 0.06 0.08 -0.11
C -0.734 2.637 -5.060 -0.05 0.04 0.01
C -1.099 1.768 -4.050 0.13 -0.18 0.07
N -0.367 0.696 -3.712 0.01 0.44 -0.23
C 1.477 -2.876 -2.757 0.07 0.19 0.03
C 2.406 -2.509 -1.622 -0.28 -0.17 -0.41
C 3.303 -3.466 -1.182 0.35 0.10 0.17
C 4.179 -3.116 -0.168 0.05 -0.14 0.01
C 4.121 -1.835 0.363 0.05 0.02 0.15
C 3.154 -0.970 -0.104 -0.08 0.06 -0.10
N 2.305 -1.298 -1.086 -0.07 -0.10 0.09
H 0.163 -3.077 -4.847 0.00 -0.09 -0.06
H -0.683 -1.544 -4.874 -0.04 0.08 -0.05
H -1.903 -3.781 -4.128 -0.04 -0.04 -0.05
H -1.212 -3.418 -2.570 -0.02 -0.03 0.08
H -3.971 -3.020 -4.615 -0.01 0.06 0.04
H -5.923 -1.567 -4.090 0.08 0.02 0.04
H -5.644 0.197 -2.321 0.05 -0.04 -0.03
H -3.427 0.466 -1.274 0.03 0.05 0.07
H 2.371 -0.540 -3.405 0.07 0.05 0.08
H 1.907 -1.262 -4.946 0.07 -0.07 -0.06
H 2.115 1.037 -5.941 -0.07 0.02 0.03
H 0.777 3.056 -6.532 -0.02 -0.06 0.06
H -1.361 3.487 -5.300 0.06 -0.07 0.02
H -2.004 1.929 -3.476 0.02 -0.02 0.01
H 0.796 -3.639 -2.385 -0.06 -0.06 0.02
H 2.068 -3.337 -3.559 0.03 -0.02 -0.07
H 3.321 -4.451 -1.634 0.00 0.08 0.04
H 4.899 -3.835 0.209 -0.05 0.06 -0.03
H 4.782 -1.523 1.162 -0.03 -0.05 -0.07
H 3.016 0.017 0.320 0.00 -0.02 0.00
S -1.426 2.081 -0.733 -0.07 0.09 0.52
P -0.710 1.548 1.130 0.02 -0.22 -0.38
C 0.314 0.166 1.105 -1.36 -0.28 -0.23
P -0.184 -1.417 1.572 0.35 -0.03 0.21
S -0.723 -2.620 0.007 0.03 -0.06 0.30
C 1.249 -2.189 2.403 0.05 0.06 0.14
C 2.109 -1.386 3.158 0.00 0.01 -0.03
C 3.163 -1.950 3.867 -0.10 -0.04 -0.10
C 3.371 -3.325 3.821 -0.07 0.00 -0.06
C 2.521 -4.129 3.070 0.00 0.10 -0.02
C 1.462 -3.563 2.366 0.04 -0.06 0.04
C -1.520 -1.571 2.807 -0.10 0.02 0.27
C -1.239 -1.652 4.174 -0.18 -0.06 -0.08
C -2.271 -1.762 5.103 0.04 -0.01 -0.17
C -3.592 -1.776 4.677 0.06 0.01 -0.08
C -3.882 -1.681 3.320 0.14 -0.01 0.05
C -2.853 -1.587 2.392 0.03 0.03 0.10
C 0.329 2.923 1.642 0.85 1.29 0.48
C -0.164 4.257 1.628 0.43 -0.98 -0.02
C 0.661 5.304 1.998 0.60 0.03 0.22
C 1.988 5.068 2.405 -0.40 -0.58 -0.14
C 2.474 3.753 2.441 -0.18 0.74 0.03
C 1.660 2.694 2.062 -0.91 0.10 -0.29
C -2.114 1.633 2.285 -0.05 0.04 0.34
C -3.431 1.803 1.868 -0.01 0.04 0.15
C -4.456 1.926 2.807 0.19 -0.06 -0.01
C -4.167 1.871 4.164 0.11 0.00 -0.11
C -2.852 1.695 4.590 -0.11 0.02 -0.12
C -1.835 1.581 3.656 0.01 0.01 -0.06
H 1.949 -0.311 3.180 -0.02 -0.14 -0.01
H 3.819 -1.320 4.455 -0.02 -0.01 -0.02
H 4.190 -3.768 4.375 -0.03 0.02 -0.02
H 2.678 -5.201 3.036 -0.01 0.06 0.00
H 0.799 -4.195 1.785 0.02 0.05 0.02
H -0.218 -1.647 4.527 0.10 -0.01 -0.02
H -2.040 -1.840 6.159 0.02 0.00 -0.05
H -4.396 -1.864 5.400 0.06 0.01 -0.05
H -4.912 -1.689 2.983 0.05 0.00 0.00
H -3.086 -1.538 1.337 0.00 -0.01 -0.06
H -1.184 4.462 1.316 0.09 -0.11 0.01
H 0.278 6.319 1.981 0.04 -0.06 0.01
H 2.624 5.895 2.704 -0.08 -0.09 -0.04
H 3.491 3.561 2.766 -0.06 0.03 -0.01
H 2.036 1.674 2.079 -0.13 0.12 -0.05
H -3.652 1.863 0.811 0.00 0.01 -0.03
H -5.478 2.067 2.474 0.07 0.00 0.01
H -4.962 1.970 4.894 0.02 -0.01 -0.03
H -2.622 1.652 5.649 -0.01 -0.01 -0.09
H -0.811 1.456 3.996 -0.03 0.01 -0.04
C 4.131 3.803 -0.624 0.01 -0.08 -0.02
C 2.675 3.905 -1.083 -0.34 -0.62 -0.09
C 2.103 2.575 -1.424 0.40 0.69 0.14
N 1.672 1.540 -1.668 0.19 0.26 -0.02
H 4.464 4.778 -0.271 0.00 -0.04 -0.03
H 4.782 3.485 -1.441 -0.07 0.02 0.08
H 4.224 3.092 0.197 0.02 0.05 -0.04
H 2.584 4.543 -1.960 -0.04 -0.01 -0.08
H 2.034 4.328 -0.304 0.05 -0.08 -0.02
```
Positions in Å, forces in eV/Å.

Computed properties:
net charge: +1
multiplicity: 8
energy above the lowest of the compared OMol25 structures with the same formula, charge and spin: 0.0 kJ/mol
expectation value of S²: 16.056
highest occupied orbital energy (spin up / spin down): -9.9 / -9.7 eV
frontier orbital gap (spin up / spin down): 8.1678 / 6.1386 eV